[1]
DFT (ωB97M-V/def2-TZVPD) results for a cluster of 4 separate species, C19H26F3NO12S in total in a non-equilibrium geometry.

Its gap between HOMO and LUMO is 8.89 eV. The calculation puts the HOMO energy at -8.7 eV. As for the SMILES: O=COCC[C@@H]1CC(=O)N[C@@H]1CCCS.O=C1OC[C@@H](F)O1.O=C1OC[C@@H](F)O1.O=C1OC[C@@H](F)O1. Its total charge is 0. Its calculated total energy is -2395.033346 Ha.

Last column: Löwdin charge in e.
Positions of all 62 atoms, in Å:
O: -0.11 1.99 4.56  0.059
C: 0.57 1.27 3.84  -0.345
O: 1.70 1.69 3.25  -0.006
C: 2.45 0.72 2.50  -0.151
C: 2.15 0.78 1.00  -0.102
C: 1.19 -0.34 0.58  -0.244
C: 1.79 -1.32 -0.45  -0.035
C: 0.92 -1.15 -1.70  -0.398
O: 0.79 -1.94 -2.60  0.103
N: 0.22 0.10 -1.58  0.101
C: -0.13 0.07 -0.15  -0.325
C: -0.76 1.33 0.40  -0.140
C: -2.30 1.38 0.38  -0.232
C: -2.97 0.03 0.56  -0.560
S: -2.44 -0.93 1.99  0.772
H: 0.28 0.23 3.66  0.134
H: 2.24 -0.27 2.88  0.119
H: 3.48 0.93 2.70  0.103
H: 1.81 1.77 0.72  0.124
H: 3.11 0.64 0.52  0.088
H: 0.89 -0.93 1.44  0.106
H: 2.83 -1.13 -0.67  0.122
H: 1.77 -2.31 -0.02  0.113
H: 0.89 0.85 -1.74  0.130
H: -0.73 -0.83 -0.06  0.100
H: -0.41 1.54 1.40  0.094
H: -0.42 2.15 -0.22  0.121
H: -2.62 2.01 1.20  0.110
H: -2.69 1.82 -0.52  0.087
H: -4.04 0.15 0.64  0.052
H: -2.82 -0.54 -0.35  0.071
H: -1.12 -1.00 1.85  -0.178
O: 5.21 1.98 1.41  0.189
C: 5.74 2.22 0.38  -0.539
O: 5.22 1.94 -0.84  0.061
C: 6.08 2.52 -1.83  -0.046
C: 7.39 2.63 -1.08  -0.312
F: 8.11 3.71 -1.47  0.080
O: 6.96 2.81 0.26  0.141
H: 5.70 3.50 -2.11  0.146
H: 6.14 1.88 -2.71  0.140
H: 8.02 1.74 -1.14  0.174
O: -4.56 1.29 -1.88  0.188
C: -5.71 1.46 -1.64  -0.539
O: -6.24 1.42 -0.40  0.065
C: -7.62 1.82 -0.48  -0.046
C: -7.93 1.51 -1.93  -0.312
F: -8.83 2.38 -2.45  0.077
O: -6.68 1.70 -2.56  0.138
H: -7.70 2.88 -0.28  0.145
H: -8.22 1.26 0.22  0.140
H: -8.28 0.49 -2.12  0.173
O: 0.21 -3.92 2.13  0.174
C: 0.17 -4.42 1.06  -0.566
O: 0.92 -5.48 0.68  0.071
C: 0.52 -5.87 -0.63  -0.045
C: -0.11 -4.60 -1.16  -0.317
F: -1.14 -4.86 -2.00  0.083
O: -0.61 -4.00 0.03  0.119
H: -0.22 -6.68 -0.56  0.144
H: 1.37 -6.21 -1.22  0.140
H: 0.58 -3.91 -1.65  0.139


[2]
DFT (ωB97M-V/def2-TZVPD) results for an isolated molecule of C19H26F9NO10S2 in a non-equilibrium geometry.

Its gap between HOMO and LUMO is 10.17 eV. The calculation puts the HOMO energy at -10.1 eV. As for the SMILES: CCCCN[C@]1(CCOC(=O)CC)OS(=O)(=O)O[C@]1(CCOC(C)=O)S(=O)(=O)C(F)(F)C(F)(F)C(F)(F)C(F)(F)F. Its total charge is 0. Its calculated total energy is -3241.854011 Ha.

Last column: Löwdin charge in e.
Positions of all 67 atoms, in Å:
C: -0.47 4.49 -0.02  -0.103
C: -0.06 3.73 1.25  -0.238
C: -1.23 2.97 1.89  -0.172
C: -0.98 1.47 2.09  -0.192
N: -0.22 0.86 0.99  0.058
C: -0.94 0.31 -0.15  -0.398
C: -0.24 0.88 -1.41  -0.035
C: 1.09 0.24 -1.70  -0.171
O: 1.86 1.14 -2.51  0.022
C: 3.21 1.07 -2.33  -0.470
O: 3.87 2.06 -2.49  0.128
C: 3.82 -0.26 -2.00  -0.161
C: 5.27 -0.36 -2.44  -0.085
O: -2.25 0.89 -0.21  -0.112
S: -3.41 -0.07 0.31  0.628
O: -3.97 0.38 1.53  -0.191
O: -4.31 -0.36 -0.75  -0.184
O: -2.44 -1.30 0.62  -0.152
C: -1.22 -1.21 -0.13  -0.349
C: -1.44 -1.99 -1.46  -0.057
C: -2.01 -1.25 -2.67  -0.145
O: -0.95 -1.14 -3.63  -0.053
C: -1.36 -0.58 -4.82  -0.495
C: -0.79 0.78 -5.06  0.038
O: -2.09 -1.17 -5.58  0.144
S: -0.01 -2.28 0.76  0.826
O: -0.49 -3.62 0.62  -0.221
O: 1.31 -2.04 0.26  -0.232
C: 0.00 -1.84 2.57  -0.442
F: 1.12 -1.13 2.80  0.120
F: -1.08 -1.12 2.87  0.130
C: 0.05 -3.09 3.49  -0.365
F: -1.19 -3.63 3.53  0.167
F: 0.93 -3.99 3.00  0.162
C: 0.50 -2.79 4.95  -0.334
F: 0.24 -3.93 5.64  0.160
F: 1.82 -2.56 5.01  0.169
C: -0.25 -1.66 5.70  -0.514
F: -1.58 -1.77 5.55  0.192
F: 0.05 -1.77 7.01  0.177
F: 0.16 -0.45 5.27  0.170
H: 0.30 4.51 -0.78  0.068
H: -1.35 4.06 -0.48  0.060
H: -0.73 5.51 0.22  0.068
H: 0.25 4.47 1.97  0.097
H: 0.80 3.09 1.09  0.092
H: -1.49 3.37 2.86  0.110
H: -2.13 3.06 1.29  0.096
H: -1.90 0.96 2.33  0.084
H: -0.36 1.38 2.97  0.120
H: 0.50 0.24 1.33  0.087
H: -0.06 1.91 -1.15  0.125
H: -0.90 0.88 -2.26  0.093
H: 1.61 0.09 -0.76  0.106
H: 0.95 -0.70 -2.20  0.116
H: 3.80 -0.37 -0.92  0.125
H: 3.25 -1.10 -2.38  0.119
H: 5.37 -0.31 -3.52  0.082
H: 5.66 -1.31 -2.11  0.075
H: 5.87 0.42 -2.00  0.077
H: -0.48 -2.39 -1.78  0.126
H: -2.11 -2.79 -1.21  0.132
H: -2.46 -0.29 -2.47  0.112
H: -2.77 -1.88 -3.10  0.137
H: 0.28 0.73 -4.93  0.092
H: -1.01 1.11 -6.06  0.091
H: -1.20 1.45 -4.31  0.089


[3]
DFT (ωB97M-V/def2-TZVPD) results for a cluster of 2 separate species, C19H26FSi in total in a non-equilibrium geometry.

Its gap between HOMO and LUMO is 6.63 eV. The calculation puts the HOMO energy at -12.7 eV. Its total charge is +1. The value obtained for the energy above the lowest of the compared OMol25 structures with the same formula, charge and spin is 41.2 kJ/mol. Its calculated total energy is -1128.613218 Ha.

Last column: Löwdin charge in e.
Positions of all 47 atoms, in Å:
C: 1.22 -10.55 -2.26  -0.120
C: 1.55 -9.25 -1.54  -0.275
C: 0.62 -8.16 -2.07  -0.249
C: 0.84 -6.81 -1.42  -0.252
C: -0.11 -5.71 -1.87  -0.273
C: 0.31 -4.44 -1.12  -0.422
Si: -0.76 -2.93 -1.34  0.724
H: -0.45 -1.84 -0.20  -0.024
H: 1.85 -11.35 -1.88  0.069
H: 0.17 -10.83 -2.10  0.076
H: 1.40 -10.46 -3.34  0.077
H: 1.40 -9.34 -0.45  0.111
H: 2.59 -8.95 -1.72  0.112
H: 0.77 -8.07 -3.15  0.121
H: -0.42 -8.47 -1.92  0.120
H: 0.75 -6.91 -0.33  0.116
H: 1.87 -6.48 -1.61  0.120
H: -0.03 -5.56 -2.96  0.118
H: -1.15 -5.97 -1.66  0.112
H: 0.33 -4.63 -0.03  0.063
H: 1.33 -4.16 -1.42  0.081
H: -0.50 -2.50 -2.73  -0.049
H: -2.18 -3.34 -1.19  -0.051
F: 2.46 2.15 3.03  0.063
C: 2.20 0.91 2.50  -0.206
C: 3.22 -0.04 2.58  0.060
C: 2.96 -1.30 2.03  -0.027
C: 1.67 -1.65 1.64  -0.005
C: 0.59 -0.74 1.75  -0.210
C: -0.75 -1.22 1.55  0.042
C: -1.95 -0.43 1.81  -0.194
C: -3.13 -0.74 1.11  -0.011
C: -4.30 -0.01 1.28  -0.044
C: -4.34 1.08 2.16  -0.030
C: -3.18 1.41 2.87  -0.041
C: -2.03 0.63 2.76  -0.014
C: 0.93 0.63 1.99  0.083
H: 4.18 0.22 3.02  0.139
H: 3.77 -2.03 1.95  0.127
H: 1.47 -2.64 1.22  0.114
H: -0.88 -2.30 1.70  0.137
H: -3.08 -1.58 0.40  0.093
H: -5.21 -0.28 0.73  0.120
H: -5.26 1.66 2.25  0.123
H: -3.19 2.29 3.52  0.122
H: -1.17 0.84 3.40  0.119
H: 0.20 1.41 1.86  0.132


[4]
DFT (ωB97M-V/def2-TZVPD) results for an isolated molecule of C19H26N2O3.

Its gap between HOMO and LUMO is 8.86 eV. The calculation puts the HOMO energy at -8.2 eV. As for the SMILES: CCOc1ccc(CCNC(=O)CCn2cccc2)cc1OCC. Its total charge is 0. The value obtained for the energy above the lowest of the compared OMol25 structures with the same formula, charge and spin is 199.6 kJ/mol. Its calculated total energy is -1074.827321 Ha.

Last column: Löwdin charge in e.
Positions of all 50 atoms, in Å:
C: -3.22 -2.72 1.67  -0.055
C: -4.31 -2.49 0.63  -0.236
O: -4.71 -1.13 0.56  -0.039
C: -3.83 -0.15 0.19  -0.201
C: -4.13 1.11 0.70  0.009
C: -3.37 2.22 0.39  -0.043
C: -2.27 2.10 -0.45  -0.250
C: -1.40 3.28 -0.76  -0.128
C: -0.37 3.51 0.37  -0.164
N: 0.48 2.36 0.55  0.063
C: 1.78 2.34 0.16  -0.496
O: 2.36 3.32 -0.26  0.067
C: 2.43 0.97 0.29  -0.079
C: 3.96 1.08 0.24  -0.137
N: 4.56 -0.22 0.19  -0.137
C: 4.92 -0.97 1.26  -0.108
C: 5.37 -2.19 0.82  -0.103
C: 5.27 -2.18 -0.58  -0.104
C: 4.77 -0.95 -0.94  -0.110
C: -1.96 0.85 -0.96  0.014
C: -2.72 -0.28 -0.68  -0.180
O: -2.48 -1.52 -1.22  -0.074
C: -1.29 -1.77 -1.93  -0.232
C: -0.08 -1.90 -1.01  -0.055
H: -3.53 -2.33 2.64  0.080
H: -3.03 -3.78 1.77  0.078
H: -2.30 -2.22 1.37  0.061
H: -4.00 -2.86 -0.34  0.111
H: -5.23 -3.00 0.93  0.123
H: -4.98 1.19 1.34  0.122
H: -3.64 3.19 0.79  0.114
H: -2.00 4.18 -0.85  0.117
H: -0.86 3.12 -1.69  0.120
H: 0.28 4.35 0.13  0.119
H: -0.90 3.71 1.31  0.123
H: 0.02 1.50 0.81  0.131
H: 2.12 0.50 1.22  0.125
H: 2.09 0.35 -0.54  0.114
H: 4.32 1.61 1.12  0.136
H: 4.24 1.65 -0.65  0.131
H: 4.83 -0.59 2.26  0.114
H: 5.72 -3.00 1.43  0.088
H: 5.55 -2.97 -1.25  0.088
H: 4.56 -0.55 -1.91  0.115
H: -1.11 0.77 -1.62  0.112
H: -1.47 -2.72 -2.44  0.127
H: -1.12 -1.00 -2.70  0.117
H: -0.22 -2.72 -0.32  0.079
H: 0.82 -2.09 -1.61  0.081
H: 0.07 -0.99 -0.44  0.049


Which of these has the highest total charge? C19H26FSi


Number 1 is which compound? C19H26F3NO12S


total charge of number 3 (C19H26FSi)? +1